Arrangement 1

DFT (ωB97M-V/def2-TZVPD) results for a structure of composition C11H17N2Re.

Computed properties:
molar mass	363.48	g mol⁻¹
Kohn-Sham gap (alpha / beta)	6.5 / 6.7	eV
E_HOMO (alpha / beta)	-0.3865 / -0.3919	Eh
E_LUMO (alpha / beta)	-3.988 / -3.934	eV

Structure (ORCA input):
```
! wB97M-V def2-TZVPD RIJCOSX def2/J DEFGRID3
* xyz 1 4
C 2.51221 1.11197 -1.55555
Re -1.13836 -0.38784 -2.25880
N -1.18684 -2.29910 -1.66383
N 0.33291 -0.24633 -4.00840
H -2.17211 -2.21426 -1.37304
H 2.44237 0.04750 -1.55302
H 2.84533 1.29872 -0.48914
H 1.29736 1.25070 -1.75290
H 3.22871 1.24244 -2.42551
H -0.29404 -0.02923 -4.75568
H 0.83874 -1.07210 -4.40282
H 1.08124 0.46995 -4.13903
H -1.17959 -2.95395 -2.44564
H -0.70021 -2.76280 -0.88766
C 1.01605 -0.14772 3.84605
C 1.66352 -0.70220 2.73326
C 1.12861 -0.65458 1.47063
C -0.09831 0.01063 1.20928
C -0.72712 0.12721 -0.08335
C -1.90517 0.83685 -0.21028
C -2.55151 1.44296 0.93195
C -2.00829 1.32926 2.20532
C -0.78666 0.61582 2.34992
C -0.21801 0.50772 3.64058
H 1.46270 -0.21999 4.85357
H 2.62175 -1.20329 2.87378
H 1.61016 -1.11423 0.61400
H -2.44257 1.01247 -1.18726
H -3.48142 1.99821 0.84241
H -2.47521 1.76447 3.11440
H -0.71624 0.94075 4.50676
*
```

---

Arrangement 2

DFT (ωB97M-V/def2-TZVPD) results for a structure of composition C11H17N2Re.

Computed properties:
molar mass	363.48	g mol⁻¹
Kohn-Sham gap (alpha / beta)	5.7 / 6.8	eV
E_HOMO (alpha / beta)	-0.3394 / -0.3942	Eh
E_LUMO (alpha / beta)	-3.542 / -3.948	eV

Structure (ORCA input):
```
! wB97M-V def2-TZVPD RIJCOSX def2/J DEFGRID3
* xyz 1 4
C -0.24104 2.49766 -2.93129
Re 1.86878 0.67222 1.22754
N 1.05223 0.92535 3.07089
N 2.92124 2.19854 0.30407
H 1.19800 0.14316 3.72751
H -0.80287 3.10768 -2.27035
H -0.90711 1.85093 -3.49825
H 0.46313 1.87430 -2.37642
H 0.29917 3.13644 -3.63221
H 3.93268 2.13155 0.42556
H 2.64469 3.12111 0.64576
H 2.74794 2.23723 -0.70526
H 1.40216 1.75587 3.54951
H 0.03831 1.07323 3.00308
C -3.38326 -1.61262 -0.46868
C -3.10451 -0.23461 -0.31461
C -1.80302 0.17810 -0.08431
C -0.75157 -0.76487 -0.06614
C 0.53746 -0.31381 0.25436
C 1.62688 -1.22717 0.51310
C 1.33708 -2.63734 0.37900
C 0.05767 -3.08477 0.08334
C -1.02514 -2.18478 -0.11979
C -2.36858 -2.56937 -0.35437
H -4.40499 -1.93986 -0.67935
H -3.90897 0.49809 -0.37220
H -1.54018 1.22785 0.09690
H 2.71960 -0.88633 0.54142
H 2.13045 -3.37080 0.50162
H -0.16204 -4.15932 -0.00352
H -2.57419 -3.64370 -0.44693
*
```

---

Stability check: which of them is most stable? arrangement 2.

---

Arrangement 1

DFT (ωB97M-V/def2-TZVPD) results for a cluster of 2 separate species, C4H13NOS in total.

Computed properties:
molar mass	123.22	g mol⁻¹
Kohn-Sham gap	9.7	eV
E_HOMO	-0.3279	Eh
E_LUMO	0.744	eV

Structure (ORCA input):
```
! wB97M-V def2-TZVPD RIJCOSX def2/J DEFGRID3
* xyz 0 1
C 0.39595 0.58410 1.20595
C 0.53511 1.26099 -0.16399
C -0.46289 0.71125 -1.21569
S -2.15829 1.26723 -0.99914
C 1.29804 -0.61586 1.54446
N 2.70841 -0.35898 1.53839
H -0.61824 0.28327 1.29225
H 0.71230 1.33567 1.90488
H 1.51270 1.18560 -0.66306
H 0.44713 2.33439 -0.04330
H -0.46704 -0.33987 -1.04300
H -0.06771 0.89708 -2.19397
H -1.91744 2.32970 -0.22115
H 1.06957 -1.41855 0.83431
H 1.03389 -0.92365 2.55777
H 3.26121 -0.28202 0.70855
H 3.22206 -0.21249 2.38432
H -0.32654 -2.89206 -0.18631
H 0.27034 -3.06871 -1.54577
O -0.34099 -3.49372 -0.93832
*
```

---

Arrangement 2

DFT (ωB97M-V/def2-TZVPD) results for a cluster of 2 separate species, C4H13NOS in total.

Computed properties:
molar mass	123.22	g mol⁻¹
Kohn-Sham gap	9.6	eV
E_HOMO	-0.3165	Eh
E_LUMO	0.942	eV

Structure (ORCA input):
```
! wB97M-V def2-TZVPD RIJCOSX def2/J DEFGRID3
* xyz 0 1
C -1.71668 -1.01793 -0.89930
N -0.90475 -0.26750 0.04267
C -0.65010 1.14152 -0.35390
C -0.09451 2.00260 0.80034
S -0.76119 3.76280 0.67112
C 0.36439 1.21158 -1.46827
H -1.29702 -0.96615 -1.93505
H -1.81362 -2.09087 -0.69241
H -2.65944 -0.46229 -0.94148
H -0.02423 -0.71457 0.26348
H -1.63379 1.46781 -0.68615
H -0.33269 1.74853 1.81568
H 0.92574 2.27353 0.60492
H -0.39618 4.06626 -0.59385
H 0.51707 2.26001 -1.85917
H 1.41290 1.02934 -1.18486
H 0.20433 0.50355 -2.27731
H 3.61952 -5.68735 2.73644
H 2.29759 -5.24023 3.31450
O 2.94265 -5.02064 2.64262
*
```

---

Stability check: which of them is most stable? arrangement 1.

---

Arrangement 1

DFT (ωB97M-V/def2-TZVPD) results for a cluster of 2 separate species, C4H13NOS in total.

Computed properties:
molar mass	123.22	g mol⁻¹
Kohn-Sham gap	9.5	eV
E_HOMO	-0.3243	Eh
E_LUMO	0.693	eV

Structure (ORCA input):
```
! wB97M-V def2-TZVPD RIJCOSX def2/J DEFGRID3
* xyz 0 1
C 1.54213 -1.73383 -2.11204
C 0.54338 -0.90817 -1.30234
C 0.50496 0.55227 -1.85864
C -0.73506 1.36460 -1.27096
S -0.29699 1.88526 0.45398
N -0.78759 -1.49209 -1.38258
H 1.95345 -2.56534 -1.52030
H 1.09889 -2.31283 -2.92784
H 2.43178 -1.17144 -2.41721
H 0.94645 -0.90948 -0.27482
H 0.29521 0.43325 -2.93778
H 1.40218 1.02568 -1.46419
H -1.63592 0.76927 -1.29957
H -0.60104 2.29645 -1.81004
H 0.46912 0.85190 0.82266
H -1.23580 -1.74823 -0.50423
H -0.69785 -2.46083 -1.69425
H -0.56900 -1.24189 6.55792
H 0.38780 -1.01992 5.57584
O -0.57527 -1.01120 5.62441
*
```

---

Arrangement 2

DFT (ωB97M-V/def2-TZVPD) results for a cluster of 2 separate species, C4H13NOS in total.

Computed properties:
molar mass	123.22	g mol⁻¹
Kohn-Sham gap	9.8	eV
E_HOMO	-0.3372	Eh
E_LUMO	0.623	eV

Structure (ORCA input):
```
! wB97M-V def2-TZVPD RIJCOSX def2/J DEFGRID3
* xyz 0 1
C 0.00259 -1.34107 0.98196
C -0.88759 -0.09694 1.07260
C -1.95493 -0.01946 -0.01271
S -2.68445 1.60158 -0.24439
C 0.52571 -1.59664 -0.42400
N 1.16100 -0.47791 -1.10338
H -0.59128 -2.22418 1.24750
H 0.76360 -1.28853 1.76693
H -0.20698 0.74833 1.06696
H -1.42949 -0.00840 2.03062
H -2.55341 -0.91145 0.16998
H -1.54440 -0.32365 -1.00923
H -3.00227 1.85564 1.02707
H -0.01563 -2.33373 -1.04065
H 1.37758 -2.29007 -0.27870
H 0.93496 0.43569 -1.46202
H 2.02279 -0.34353 -0.58787
H 2.00221 2.85917 -0.73650
H 3.20448 2.53465 -1.52860
O 2.87552 3.22050 -0.93558
*
```

---

Arrangement 3

DFT (ωB97M-V/def2-TZVPD) results for a cluster of 2 separate species, C4H13NOS in total.

Computed properties:
molar mass	123.22	g mol⁻¹
Kohn-Sham gap	9.7	eV
E_HOMO	-0.3260	Eh
E_LUMO	0.835	eV

Structure (ORCA input):
```
! wB97M-V def2-TZVPD RIJCOSX def2/J DEFGRID3
* xyz 0 1
C -1.97949 2.27652 0.29958
C -0.78163 1.33293 0.14741
C -0.77400 0.75652 -1.28418
C 0.28483 -0.31516 -1.50470
S -0.21805 -1.96538 -0.87964
N 0.46707 2.03276 0.50279
H -2.28924 2.36980 1.34482
H -1.73567 3.26260 -0.10005
H -2.80212 1.92465 -0.31202
H -0.95078 0.48340 0.80799
H -0.59593 1.57795 -1.99311
H -1.75014 0.31332 -1.52044
H 1.17397 -0.04570 -0.93314
H 0.50902 -0.51844 -2.54671
H -0.25467 -1.59275 0.40685
H 0.32561 3.01650 0.28011
H 1.20473 1.78767 -0.15155
H 3.33350 -1.98487 3.18875
H 1.93851 -1.35143 3.40685
O 2.47894 -1.83058 2.77868
*
```

---

Stability check: which of them is most stable? arrangement 3.